(1)
ORCA calculation (ωB97M-V with the def2-TZVPD basis set) on a cluster of 7 separate species, C28H42O14 in total.

Calculated values
- structure (SMILES) = O=C1CCCO1.O=C1CCCO1.O=C1CCCO1.O=C1CCCO1.O=C1CCCO1.O=C1CCCO1.O=C1CCCO1
- gap between HOMO and LUMO (eV) = 10.04
- LUMO energy (eV) = 0.4

Structure (XYZ):
```
84
C28H42O14 ωB97M-V with the def2-TZVPD basis set
O -5.89 -5.14 1.11
C -5.09 -4.21 1.30
C -3.84 -4.17 2.22
C -3.52 -2.71 2.19
C -4.05 -2.15 0.94
O -5.21 -2.99 0.69
H -4.23 -4.43 3.21
H -3.06 -4.82 1.82
H -3.96 -2.19 3.04
H -2.44 -2.60 2.35
H -4.31 -1.09 1.04
H -3.33 -2.32 0.14
O 1.91 3.33 2.94
C 0.87 2.77 3.29
C -0.13 3.27 4.38
C -0.95 1.96 4.50
C -0.86 1.33 3.18
O 0.44 1.60 2.70
H 0.32 3.66 5.28
H -0.71 4.09 3.94
H -0.53 1.40 5.33
H -1.96 2.24 4.83
H -1.03 0.26 3.31
H -1.59 1.83 2.55
O 0.12 -2.44 2.42
C 0.49 -3.34 1.70
C 1.82 -3.38 0.91
C 1.34 -4.18 -0.34
C 0.28 -5.15 0.26
O -0.22 -4.46 1.41
H 2.20 -2.38 0.66
H 2.53 -3.96 1.51
H 0.80 -3.48 -0.98
H 2.13 -4.60 -0.96
H -0.51 -5.29 -0.47
H 0.64 -6.17 0.35
O 6.33 3.12 0.67
C 5.12 3.06 0.60
C 4.20 4.25 0.62
C 3.00 3.62 -0.12
C 3.14 2.16 0.25
O 4.49 1.92 0.35
H 3.96 4.58 1.63
H 4.61 5.10 0.06
H 1.99 3.92 0.15
H 3.06 3.84 -1.18
H 2.69 2.00 1.23
H 2.86 1.51 -0.58
O -2.40 -1.62 -2.12
C -1.58 -0.80 -1.79
C -0.75 -0.70 -0.56
C -0.45 0.78 -0.47
C -0.41 1.17 -1.91
O -1.28 0.27 -2.56
H -1.35 -1.09 0.26
H 0.26 -1.12 -0.57
H -1.29 1.22 0.08
H 0.45 1.06 0.07
H -0.85 2.16 -2.01
H 0.64 1.13 -2.21
O 2.98 -1.00 -1.59
C 4.15 -0.59 -1.68
C 4.75 0.49 -2.56
C 6.17 0.14 -2.63
C 6.42 -0.53 -1.27
O 5.14 -1.14 -1.00
H 4.29 0.41 -3.54
H 4.64 1.44 -2.02
H 6.37 -0.58 -3.42
H 6.95 0.88 -2.80
H 7.11 -1.38 -1.26
H 6.78 0.19 -0.54
O -5.45 1.69 -0.57
C -5.16 1.83 -1.78
C -6.12 1.77 -3.00
C -5.19 1.31 -4.06
C -3.87 1.77 -3.56
O -3.93 1.96 -2.15
H -6.95 1.07 -2.98
H -6.47 2.76 -3.32
H -5.39 0.24 -4.03
H -5.39 1.79 -5.02
H -3.09 1.10 -3.92
H -3.60 2.72 -4.00
```



(2)
ORCA calculation (ωB97M-V with the def2-TZVPD basis set) on the molecule C28H42O2.

Calculated values
- structure (SMILES) = CCCCCCCCCCCCCCCCCCc1cccc2c1C(=O)C=CC2=O
- gap between HOMO and LUMO (eV) = 8.39
- LUMO energy (eV) = -1.1

Structure (XYZ):
```
72
C28H42O2 ωB97M-V with the def2-TZVPD basis set
C 3.13 1.93 4.20
C 2.16 0.94 4.90
C 1.24 0.19 3.91
C 1.77 -1.20 3.57
C 2.99 -1.18 2.63
C 2.57 -0.86 1.18
C 3.30 0.36 0.55
C 2.36 1.47 0.03
C 2.94 2.21 -1.19
C 1.94 2.61 -2.29
C 1.05 1.51 -2.87
C 1.75 0.23 -3.29
C 0.73 -0.76 -3.89
C 1.00 -2.23 -3.52
C 0.51 -2.52 -2.10
C -0.90 -3.13 -2.03
C -2.04 -2.12 -1.83
C -1.75 -1.05 -0.75
C -2.94 -0.69 0.10
C -3.03 -1.30 1.37
C -4.08 -1.07 2.24
C -5.09 -0.19 1.87
C -5.02 0.46 0.64
C -3.96 0.22 -0.26
C -3.93 0.97 -1.54
O -3.24 0.66 -2.48
C -4.79 2.16 -1.64
C -5.80 2.37 -0.79
C -6.07 1.44 0.31
O -7.11 1.50 0.91
H 2.96 2.95 4.54
H 4.16 1.66 4.40
H 2.95 1.93 3.13
H 1.53 1.48 5.60
H 2.75 0.21 5.43
H 1.10 0.78 3.01
H 0.27 0.05 4.39
H 1.01 -1.81 3.10
H 2.07 -1.70 4.50
H 3.42 -2.18 2.66
H 3.74 -0.48 2.99
H 1.50 -0.67 1.16
H 2.79 -1.73 0.56
H 3.97 0.78 1.29
H 3.92 0.00 -0.27
H 2.28 2.20 0.83
H 1.37 1.07 -0.17
H 3.77 1.65 -1.64
H 3.37 3.14 -0.83
H 1.28 3.36 -1.86
H 2.49 3.11 -3.08
H 0.57 1.94 -3.75
H 0.24 1.27 -2.18
H 2.31 -0.20 -2.46
H 2.47 0.48 -4.06
H 0.69 -0.64 -4.97
H -0.25 -0.51 -3.49
H 2.09 -2.37 -3.54
H 0.58 -2.91 -4.25
H 1.20 -3.23 -1.64
H 0.60 -1.60 -1.53
H -0.92 -3.92 -1.28
H -1.08 -3.62 -2.98
H -2.32 -1.65 -2.76
H -2.92 -2.67 -1.51
H -0.99 -1.45 -0.09
H -1.36 -0.16 -1.23
H -2.24 -1.98 1.67
H -4.11 -1.57 3.20
H -5.93 0.01 2.52
H -4.59 2.82 -2.47
H -6.43 3.23 -0.91
```



(3)
ORCA calculation (ωB97M-V with the def2-TZVPD basis set) on a structure of composition C28H43As2N2O2RuS.

Calculated values
- gap between HOMO and LUMO (alpha / beta) (eV) = 8.19 / 6.29
- ⟨S²⟩ = 8.760
- LUMO energy (alpha / beta) (eV) = -5.0 / -7.0
- net charge = +2
- spin multiplicity = 6

Structure (XYZ):
```
79
C28H43As2N2O2RuS ωB97M-V with the def2-TZVPD basis set
Ru -0.42 1.02 -0.41
C 3.31 -2.16 4.92
C 2.06 -2.47 4.10
C 1.29 -3.63 4.75
C 2.49 -2.90 2.70
C 1.16 -1.24 4.07
C 0.72 -0.68 5.29
C -0.08 0.44 5.36
C -0.47 1.04 4.16
S -1.46 2.45 3.90
C -1.26 2.25 2.21
N -0.53 1.21 1.85
C -0.05 0.50 2.95
C 0.76 -0.63 2.89
C -1.84 3.13 1.17
C -2.62 4.23 1.51
C -3.15 5.03 0.51
C -2.88 4.73 -0.82
C -2.09 3.64 -1.16
C -1.56 2.81 -0.17
H 3.97 -3.03 4.94
H 3.07 -1.91 5.95
H 3.87 -1.32 4.49
H 1.92 -4.52 4.79
H 0.39 -3.88 4.19
H 0.99 -3.39 5.77
H 3.12 -3.79 2.77
H 3.09 -2.12 2.21
H 1.64 -3.15 2.06
H 1.02 -1.15 6.21
H -0.39 0.83 6.32
H 1.07 -1.02 1.92
H -2.83 4.47 2.55
H -3.76 5.89 0.76
H -3.29 5.36 -1.60
H -1.90 3.42 -2.20
C 3.11 -0.73 -0.80
As 2.19 0.95 -0.56
C 2.84 2.03 -2.03
C 3.05 1.75 0.98
H 4.18 -0.54 -0.81
H 2.79 -1.18 -1.74
H 2.87 -1.41 0.01
H 3.92 2.08 -1.99
H 2.41 3.03 -1.96
H 2.53 1.58 -2.97
H 4.12 1.75 0.83
H 2.80 1.18 1.87
H 2.69 2.77 1.10
O 0.39 -0.85 -2.65
C -0.04 0.11 -3.29
O -0.55 1.17 -2.81
C 0.03 0.04 -4.83
N -0.67 1.26 -5.39
C -1.92 0.77 -6.09
C -1.50 -0.59 -6.61
C -0.68 -1.17 -5.45
H 1.08 0.10 -5.12
H -0.08 1.77 -6.03
H -0.88 1.85 -4.57
H -2.21 1.50 -6.84
H -2.69 0.70 -5.33
H -0.88 -0.47 -7.51
H -2.35 -1.20 -6.88
H 0.03 -1.92 -5.77
H -1.34 -1.63 -4.71
C -3.05 -1.43 -1.78
As -1.85 -1.18 -0.29
C -0.92 -2.87 -0.17
C -3.01 -1.17 1.25
H -3.79 -2.19 -1.52
H -2.48 -1.75 -2.64
H -3.57 -0.49 -2.00
H -1.65 -3.68 -0.26
H -0.43 -2.94 0.80
H -0.19 -2.94 -0.97
H -3.59 -2.09 1.28
H -3.68 -0.31 1.20
H -2.40 -1.10 2.16
```



| no. | molar mass (g/mol) |
| --- | --- |
| 1 | 602.6 |
| 2 | 410.6 |
| 3 | 722.6 |